Record 1
Computed, not measured: a cluster of 12 separate species, C26H45IN11OP in total at a distorted geometry, with the ωB97M-V functional and the def2-TZVPD basis.

Calculated values
Total charge: 0
SMILES: OCCCC[PH3]I.CC#N.CC#N.CC#N.CC#N.CC#N.CC#N.CC#N.CC#N.CC#N.CC#N.CC#N
Energy in eV: -63512.797
Molar mass in g mol⁻¹: 685.6
Frontier orbital gap in eV: 8.376

Last column: Löwdin charge in e.
CARTESIAN COORDINATES (ANGSTROEM)
O 2.571 -1.294 -0.310  -0.1877
C 3.324 -0.299 -1.114  -0.2282
C 2.412 0.989 -1.601  -0.1872
C 1.555 1.582 -0.321  -0.2449
C -0.045 1.788 -0.610  -0.4233
P -0.964 0.240 -1.245  0.3103
I -2.329 -1.622 -2.133  0.1768
H 2.586 -1.049 0.666  0.0969
H 4.233 0.059 -0.433  0.1287
H 3.727 -0.898 -2.060  0.1176
H 3.170 1.800 -2.011  0.0860
H 1.653 0.657 -2.460  0.1089
H 1.998 2.672 -0.120  0.1222
H 1.771 0.982 0.685  0.0991
H -0.180 2.660 -1.388  0.0569
H -0.574 2.107 0.412  0.0509
H -1.877 0.259 -0.096  -0.0659
H -1.358 1.003 -2.401  -0.0582
H 0.184 -0.622 -1.131  -0.0337
C -3.601 3.517 -4.105  -0.0904
C -2.159 3.468 -3.812  -0.2529
N -1.020 3.429 -3.581  0.1213
H -4.085 4.367 -3.614  0.0425
H -3.793 3.611 -5.179  0.0857
H -4.114 2.611 -3.764  0.0657
C 5.967 1.120 -3.827  -0.0616
C 5.719 1.800 -2.545  -0.2681
N 5.523 2.337 -1.532  0.1387
H 7.028 1.140 -4.096  0.0868
H 5.661 0.069 -3.793  0.0478
H 5.416 1.591 -4.648  0.0863
C -0.885 0.091 2.889  -0.0731
C -0.365 1.460 3.051  -0.2738
N 0.046 2.541 3.179  0.1335
H -0.179 -0.548 2.347  0.0759
H -1.077 -0.386 3.855  0.0552
H -1.826 0.080 2.329  0.0183
C -3.419 2.738 0.530  -0.1078
C -4.320 3.031 -0.597  -0.2199
N -5.032 3.263 -1.488  0.1319
H -3.959 2.710 1.482  0.0615
H -2.923 1.769 0.410  -0.0041
H -2.633 3.495 0.626  0.0852
C 3.595 -2.589 -5.116  -0.0661
C 5.037 -2.637 -4.823  -0.2761
N 6.177 -2.676 -4.592  0.1226
H 3.111 -1.738 -4.625  0.0762
H 3.404 -2.494 -6.190  0.0861
H 3.082 -3.494 -4.775  0.0396
C -4.791 -0.438 4.344  -0.0606
C -4.307 0.105 3.064  -0.1927
N -3.925 0.534 2.052  0.1412
H -4.217 -1.318 4.653  0.0818
H -4.713 0.299 5.151  0.0652
H -5.841 -0.741 4.284  0.0881
C 2.603 -4.567 0.057  -0.0816
C 1.857 -5.311 1.086  -0.2720
N 1.268 -5.898 1.899  0.0991
H 2.543 -3.485 0.216  0.0457
H 3.665 -4.835 0.053  0.0848
H 2.215 -4.767 -0.948  0.0288
C 3.822 -6.746 -4.798  -0.0608
C 3.019 -5.928 -3.873  -0.2368
N 2.384 -5.282 -3.142  0.1518
H 3.421 -6.715 -5.816  0.0859
H 4.859 -6.398 -4.848  0.0845
H 3.847 -7.797 -4.491  0.0857
C -4.547 7.336 -2.230  -0.0756
C -4.529 7.336 -3.703  -0.2764
N -4.515 7.336 -4.866  0.1211
H -3.566 7.588 -1.814  0.0832
H -5.263 8.064 -1.834  0.0815
H -4.827 6.356 -1.829  0.0634
C 0.943 -2.624 5.493  -0.0635
C -0.231 -1.952 6.074  -0.2631
N -1.158 -1.421 6.534  0.1314
H 0.725 -3.665 5.232  0.0875
H 1.283 -2.126 4.579  0.0747
H 1.789 -2.636 6.189  0.0851
C -3.046 -0.928 9.854  -0.0805
C -3.947 -0.635 8.727  -0.2664
N -4.659 -0.404 7.836  0.1271
H -3.586 -0.957 10.806  0.0796
H -2.550 -1.897 9.734  0.0789
H -2.260 -0.172 9.950  0.0821


Record 2
Computed, not measured: a cluster of 8 separate species, H16O8 in total at a distorted geometry, with the ωB97M-V functional and the def2-TZVPD basis.

Calculated values
Total charge: 0
SMILES: O.O.O.O.O.O.O.O
Energy in eV: -16639.708
Molar mass in g mol⁻¹: 144.1
Frontier orbital gap in eV: 10.160
ΔE to the lowest compared entry with this formula, charge and spin in kcal/mol: 53.10

Last column: natural (NBO) charge in e.
CARTESIAN COORDINATES (ANGSTROEM)
O -0.943 0.073 -0.100  -0.9747
H -1.103 -0.330 -0.954  0.5051
H -1.454 -0.425 0.503  0.4851
O -1.867 -0.965 2.418  -0.9707
H -1.708 -1.419 3.244  0.4910
H -2.134 -0.088 2.626  0.4938
O -1.495 2.721 -1.804  -0.9563
H -1.098 1.918 -2.007  0.4765
H -1.806 2.795 -0.943  0.4759
O 0.435 1.584 1.504  -0.9735
H 1.295 1.340 1.274  0.4762
H -0.070 1.097 0.887  0.4692
O 1.010 -1.690 2.078  -0.9453
H 0.070 -1.515 1.927  0.4940
H 1.127 -2.603 2.218  0.4689
O 1.725 -1.806 -0.643  -0.9852
H 1.705 -2.730 -0.850  0.4678
H 1.413 -1.703 0.274  0.4948
O -0.087 0.343 -2.713  -0.9868
H 0.641 -0.284 -2.980  0.5098
H -0.593 0.552 -3.524  0.4857
O 2.019 1.074 -0.740  -0.9580
H 1.478 1.777 -1.047  0.4735
H 1.429 0.290 -0.646  0.4831


Record 3
Computed, not measured: a structure of composition C52H56Ge2N4PdS3, with the ωB97M-V functional and the def2-TZVPD basis.

Calculated values
Total charge: +4
⟨S²⟩: 6.061
Energy in eV: -209763.211
Molar mass in g mol⁻¹: 1084.9
Frontier orbital gap (spin up / spin down) in eV: 8.288 / 5.752
Multiplicity: 5

Last column: Löwdin charge in e.
CARTESIAN COORDINATES (ANGSTROEM)
Pd -0.096 -0.502 1.066  0.5036
C -4.075 -0.840 3.938  -0.1382
C -3.194 -0.659 2.695  -0.3653
Ge -1.353 -0.229 3.154  0.8365
C -0.929 1.565 3.797  -0.3490
C -1.843 1.997 4.954  -0.1400
C -0.764 -1.429 4.605  -0.1265
C 0.262 -2.329 4.409  -0.2787
Ge 1.056 -2.098 2.605  0.9430
C 2.668 -0.984 2.707  -0.3351
C 3.861 -1.668 3.388  -0.1311
C 0.783 -3.697 1.504  -0.3449
C 1.589 -4.931 1.929  -0.1372
C 0.668 -3.273 5.400  -0.1621
C 1.873 -4.033 5.254  -0.0162
C 2.284 -4.889 6.231  0.0058
C 1.492 -5.055 7.389  0.0640
C 0.289 -4.348 7.558  0.0016
C -0.122 -3.482 6.587  0.0356
H -5.100 -1.070 3.647  0.0865
H -4.106 0.058 4.555  0.0654
H -3.729 -1.666 4.562  0.0695
H -3.553 0.145 2.051  0.0316
H -3.168 -1.571 2.095  0.0628
H -1.012 2.247 2.951  0.0336
H 0.120 1.546 4.098  0.0641
H -2.867 2.162 4.618  0.0643
H -1.485 2.929 5.390  0.0860
H -1.875 1.264 5.762  0.0688
H -1.201 -1.290 5.592  0.0781
H 2.357 -0.092 3.254  0.0670
H 2.911 -0.683 1.689  0.0263
H 3.624 -2.026 4.389  0.0603
H 4.666 -0.941 3.498  0.0913
H 4.246 -2.504 2.802  0.0755
H 1.028 -3.390 0.487  0.0192
H -0.290 -3.887 1.552  0.0715
H 2.662 -4.739 1.969  0.0732
H 1.430 -5.731 1.205  0.0894
H 1.269 -5.314 2.896  0.0657
H 2.470 -3.917 4.361  0.0855
H 3.206 -5.446 6.127  0.1359
H 1.814 -5.748 8.157  0.1415
H -0.301 -4.494 8.452  0.1368
H -1.054 -2.951 6.709  0.1206
N 1.228 -0.926 -0.491  -0.2397
S 1.912 -0.300 -1.728  0.8730
N 1.500 1.142 -2.231  -0.3610
S 0.162 1.745 -2.752  0.9495
N -0.629 2.506 -1.654  -0.3533
S -1.740 2.028 -0.630  0.8681
N -1.454 0.894 0.371  -0.2522
C -2.003 3.479 0.328  -0.3168
C -2.971 3.380 1.329  -0.0632
C -3.280 4.525 2.040  -0.0254
C -2.638 5.725 1.743  -0.0052
C -1.679 5.794 0.739  -0.0199
C -1.344 4.662 0.011  -0.0385
C -3.224 1.682 -1.511  -0.3383
C -3.915 0.512 -1.224  -0.0769
C -5.112 0.286 -1.888  -0.0294
C -5.590 1.218 -2.800  -0.0096
C -4.886 2.392 -3.058  -0.0177
C -3.688 2.639 -2.411  -0.0412
C -0.835 0.593 -3.628  -0.3071
C -1.006 0.740 -5.002  -0.0187
C -1.813 -0.174 -5.664  -0.0121
C -2.430 -1.201 -4.961  -0.0074
C -2.244 -1.331 -3.588  -0.0377
C -1.440 -0.436 -2.908  -0.1073
C 0.644 2.992 -3.863  -0.3401
C 1.872 2.889 -4.508  -0.0455
C 2.194 3.849 -5.454  -0.0175
C 1.296 4.868 -5.746  -0.0026
C 0.069 4.949 -5.092  -0.0163
C -0.273 4.005 -4.141  -0.0483
C 3.612 -0.041 -1.342  -0.3217
C 4.277 -1.160 -0.839  -0.0680
C 5.635 -1.053 -0.603  -0.0286
C 6.297 0.145 -0.861  -0.0097
C 5.609 1.248 -1.351  -0.0218
C 4.247 1.168 -1.603  -0.0422
C 1.832 -1.479 -3.041  -0.3294
C 2.469 -1.137 -4.231  -0.0444
C 2.475 -2.072 -5.250  -0.0200
C 1.869 -3.313 -5.065  -0.0109
C 1.252 -3.632 -3.863  -0.0279
C 1.228 -2.710 -2.827  -0.0619
H -3.475 2.444 1.531  0.1100
H -4.030 4.489 2.819  0.1287
H -2.893 6.618 2.299  0.1325
H -1.189 6.733 0.520  0.1296
H -0.591 4.697 -0.762  0.1087
H -3.535 -0.193 -0.497  0.1025
H -5.678 -0.613 -1.682  0.1275
H -6.531 1.039 -3.304  0.1311
H -5.281 3.122 -3.751  0.1299
H -3.155 3.568 -2.572  0.1132
H -0.532 1.541 -5.550  0.1224
H -1.961 -0.077 -6.731  0.1323
H -3.062 -1.905 -5.486  0.1313
H -2.729 -2.134 -3.048  0.1285
H -1.292 -0.542 -1.838  0.0808
H 2.561 2.092 -4.269  0.0937
H 3.147 3.803 -5.963  0.1304
H 1.554 5.610 -6.490  0.1340
H -0.617 5.753 -5.323  0.1309
H -1.221 4.056 -3.625  0.1000
H 3.748 -2.086 -0.656  0.1175
H 6.185 -1.906 -0.228  0.1268
H 7.361 0.217 -0.677  0.1317
H 6.133 2.176 -1.537  0.1293
H 3.697 2.022 -1.966  0.1049
H 2.974 -0.187 -4.351  0.1140
H 2.969 -1.841 -6.184  0.1301
H 1.892 -4.042 -5.865  0.1313
H 0.797 -4.604 -3.726  0.1269
H 0.758 -2.945 -1.881  0.0982